Molecular formula: C24H52IO13P
Method: DFT, wB97M-V/def2-TZVPD

Results
- gap between HOMO and LUMO (hartree) = 0.333
- net charge = 0
- SMILES string = CC[C@@H](I)[C@@]1([PH2]=O)COC(=O)O1.COCCOCCOC.COCCOCCOC.COCCOCCOC
- DFT total energy (a.u.) = -2562.609725

Each line ends with the Mulliken charge.
Geometry (Å):
C  2.22384  3.73920  0.49145  -1.2021
C  1.48703  2.59284  1.21134  -0.5762
C  0.10252  2.89266  1.78371  -1.2661
I  0.11620  4.61795  3.05454  0.1420
C  -1.07667  2.93491  0.77475  1.2699
P  -0.72848  2.34635  -0.92999  0.0137
O  -0.51348  0.88406  -1.04880  -0.4507
C  -2.33948  2.22040  1.30956  -0.4163
O  -3.34553  3.23736  1.33412  -0.3451
C  -2.92722  4.26067  0.56146  0.5622
O  -3.61665  5.04223  -0.01068  -0.5371
O  -1.56429  4.28188  0.55554  -0.3625
H  1.72300  4.70005  0.60015  0.3217
H  3.22563  3.85586  0.90594  0.3227
H  2.35658  3.54393  -0.57193  0.3698
H  2.11127  2.23471  2.03064  0.4642
H  1.39622  1.74373  0.52529  0.3075
H  -0.13656  2.08998  2.47912  0.6646
H  -1.85442  2.82429  -1.61900  0.0935
H  0.35550  3.12268  -1.35048  0.0320
H  -2.69164  1.41877  0.65469  0.1858
H  -2.23453  1.78422  2.30183  0.3763
C  -2.99736  -2.91502  -3.08437  -0.8212
O  -1.62093  -3.08390  -2.84228  -0.2885
C  -1.03099  -2.12626  -1.97607  -0.2101
C  -0.21326  -2.75211  -0.86972  -0.2151
O  -0.93773  -3.49859  0.09414  -0.4471
C  -1.52293  -4.73415  -0.26446  -0.2966
C  -0.56074  -5.86904  -0.54310  -0.5236
O  0.21557  -5.66183  -1.70646  -0.2549
C  1.60610  -5.83656  -1.55834  -0.8182
H  -3.17303  -2.25815  -3.94358  0.2947
H  -3.42254  -3.89486  -3.30594  0.2434
H  -3.51495  -2.50364  -2.21201  0.3679
H  -1.78896  -1.47271  -1.53553  0.1780
H  -0.35649  -1.49488  -2.56404  0.3230
H  0.21365  -1.91808  -0.30787  0.3957
H  0.62390  -3.32572  -1.27428  -0.0162
H  -2.23934  -4.62076  -1.08130  0.0734
H  -2.09288  -5.03159  0.62042  0.4131
H  -1.16239  -6.77618  -0.68667  0.3722
H  0.07946  -6.02710  0.33180  0.3312
H  1.95213  -5.55140  -0.56052  0.4483
H  2.10049  -5.19421  -2.28844  0.1613
H  1.89285  -6.87543  -1.75592  0.3024
C  -1.32811  8.81666  8.32513  -0.8108
O  -1.92623  7.58489  7.99008  -0.2759
C  -2.83770  7.06780  8.93998  -0.5276
C  -4.15924  6.64993  8.33078  -0.1956
O  -4.95843  7.69534  7.81269  -0.4429
C  -4.55673  8.37422  6.63791  -0.2427
C  -4.62519  7.57562  5.35429  -0.5585
O  -3.69339  6.51238  5.31377  -0.2568
C  -4.21721  5.25365  4.95306  -0.7739
H  -0.40613  8.66746  8.89707  0.2966
H  -1.08061  9.33122  7.39627  0.2362
H  -2.00623  9.45265  8.90201  0.3790
H  -3.02406  7.79587  9.73683  0.3378
H  -2.39334  6.17486  9.39875  0.3603
H  -4.75262  6.23468  9.14981  0.3980
H  -4.01941  5.84853  7.60193  0.0330
H  -3.57642  8.84071  6.75717  0.0738
H  -5.28362  9.18380  6.53070  0.3945
H  -4.39836  8.26609  4.53163  0.3613
H  -5.64593  7.20626  5.20841  0.3385
H  -5.24708  5.12453  5.29880  0.3879
H  -3.59849  4.48883  5.42430  0.2168
H  -4.18070  5.10856  3.86800  0.2778
C  7.08458  -6.77721  -7.93413  -0.7906
O  6.05680  -7.16953  -7.05295  -0.3109
C  6.35874  -7.06966  -5.67543  -0.5857
C  5.29179  -6.34345  -4.88407  -0.1132
O  5.13897  -4.96738  -5.17258  -0.4475
C  4.58364  -4.56304  -6.41046  -0.2311
C  3.10983  -4.85082  -6.59754  -0.4362
O  2.81952  -6.23233  -6.68049  -0.3491
C  1.79768  -6.68696  -5.81943  -0.5571
H  7.74184  -7.61890  -8.17692  0.2960
H  6.61849  -6.42477  -8.85457  0.2390
H  7.68636  -5.96357  -7.51795  0.3715
H  7.32134  -6.56942  -5.52316  0.3370
H  6.43838  -8.08341  -5.26148  0.3589
H  5.61945  -6.36788  -3.84106  0.3905
H  4.33838  -6.87458  -4.93027  0.0378
H  5.16753  -4.93340  -7.25585  0.0688
H  4.68233  -3.47412  -6.40753  0.3953
H  2.80309  -4.37603  -7.53872  0.3854
H  2.54334  -4.38034  -5.78648  0.2465
H  1.78771  -6.12930  -4.87848  0.1384
H  1.99181  -7.73594  -5.59334  0.2601
H  0.81517  -6.60902  -6.29522  0.3065

=====

Molecular formula: C10H18IN2S
Method: DFT, wB97M-V/def2-TZVPD

Results
- energy relative to the best compared isomer or geometry (same formula, charge and spin) (kJ/mol) = 217.7
- gap between HOMO and LUMO (hartree) = 0.270
- net charge = +1
- DFT total energy (a.u.) = -1196.821755

Each line ends with the Mulliken charge.
Geometry (Å):
C  0.34181  -2.16273  -1.60181  -0.8648
C  0.21682  -1.78716  -2.87425  1.3055
C  -0.40083  -1.55975  -0.49872  0.5895
C  0.03086  0.94861  4.24918  -0.5046
C  0.44052  2.23129  3.43115  0.1274
C  -0.60420  1.34780  3.00454  0.2326
C  1.05310  -2.24208  -4.00356  -1.6653
C  -0.87020  -0.86079  -3.37229  -1.6225
C  1.76225  2.38851  2.65644  -1.3124
C  -1.33259  2.07480  0.31316  -0.8682
N  -1.12854  -2.34655  0.33548  -0.3191
N  -0.32731  -0.28703  -0.31684  -0.4340
S  -1.31643  0.81961  1.64673  0.1015
I  1.68485  -3.67428  -0.87122  0.1083
H  0.89307  0.10768  4.16115  0.2303
H  -0.42741  1.14143  5.15637  0.3234
H  0.03923  3.11253  4.01938  0.3211
H  1.45401  -1.44962  -4.48382  0.4253
H  0.37211  -2.80913  -4.77022  0.2965
H  1.76943  -2.82776  -3.67700  0.5434
H  -0.33036  -0.06261  -4.00527  0.3558
H  -1.50699  -1.38106  -3.92566  0.4956
H  -1.37429  -0.31988  -2.71682  0.4101
H  1.58092  3.27177  2.15214  0.3862
H  1.89267  1.53068  2.09539  0.3727
H  2.68821  2.59548  3.36452  0.3278
H  -1.82398  1.68039  -0.57296  0.3589
H  -0.27053  2.42524  0.07701  0.2786
H  -1.76260  3.04381  0.64490  0.4083
H  -1.30594  -3.29851  0.24027  0.1973
H  -1.69548  -1.93893  1.01401  0.1391
H  0.25784  0.28823  -0.87137  0.2560

=====

Molecular formula: C4H12Cl2N3O2S
Method: DFT, wB97M-V/def2-TZVPD

Results
- energy relative to the best compared isomer or geometry (same formula, charge and spin) (kJ/mol) = 47.0
- gap between HOMO and LUMO (hartree) = 0.397
- net charge = +1
- SMILES string = N[N+](CCCl)(CCCl)S(N)(=O)=O
- DFT total energy (a.u.) = -1792.542001

Each line ends with the Mulliken charge.
Geometry (Å):
C  0.13404  -0.35134  -0.80154  -1.1340
C  0.17407  -0.63241  1.82698  -0.4660
C  1.02587  -1.54938  -1.02464  -0.5005
C  -0.97931  -1.65901  2.06364  -0.5239
N  1.14862  1.16169  0.86711  -0.6880
N  -1.04562  2.43095  -0.57002  -0.2805
N  0.13446  0.22600  0.50791  0.4299
O  -2.47569  0.55523  0.36343  -0.5003
O  -1.14855  1.95865  1.94106  -0.5288
S  -1.37067  1.36621  0.67417  1.0196
Cl  0.88100  -1.78551  -2.82264  -0.1784
Cl  -1.17421  -2.78576  0.61907  -0.1780
H  -1.03468  -0.50217  -0.82722  0.4779
H  0.34869  0.37973  -1.50104  0.7280
H  1.17213  -1.13228  1.81597  0.4549
H  0.00310  -0.09527  2.70302  0.3788
H  0.76655  -2.42256  -0.53359  0.3738
H  2.08598  -1.34504  -0.85960  0.3629
H  -2.04913  -1.28772  2.37305  0.3344
H  -0.60244  -2.32827  2.78782  0.4894
H  1.75426  1.35879  0.12547  0.2185
H  0.69309  1.99761  1.25584  0.2776
H  -1.30848  2.19877  -1.43354  0.2253
H  -0.58708  3.23469  -0.39439  0.2072

=====

Molecular formula: C3H4FI
Method: DFT, wB97M-V/def2-TZVPD

Results
- energy relative to the best compared isomer or geometry (same formula, charge and spin) (kJ/mol) = 341.0
- gap between HOMO and LUMO (hartree) = 0.340
- net charge = 0
- DFT total energy (a.u.) = -514.094732

Each line ends with the Mulliken charge.
Geometry (Å):
C  2.06969  0.80968  0.20892  -0.2812
C  -0.81332  -0.87963  -0.03999  -0.1807
C  -1.29137  -0.28528  -1.05590  -0.3876
F  1.67498  1.10504  -1.00156  -0.1928
I  4.19640  0.36376  0.29330  0.0088
H  1.48074  -0.06674  0.46601  0.1585
H  1.80414  1.56108  0.90939  0.3275
H  -2.25352  -0.26577  -1.41661  0.3303
H  -0.41954  0.16094  -1.62776  0.2170